{
  "formula": "C24H74O13",
  "method": "the ωB97M-V functional and the def2-TZVPD basis",
  "species": ["C", "C", "C", "O", "H", "H", "H", "H", "H", "H", "H", "H", "C", "C", "C", "O", "H", "H", "H", "H", "H", "H", "H", "H", "C", "C", "C", "O", "H", "H", "H", "H", "H", "H", "H", "H", "C", "C", "C", "O", "H", "H", "H", "H", "H", "H", "H", "H", "C", "C", "O", "H", "H", "H", "H", "H", "H", "C", "C", "O", "H", "H", "H", "H", "H", "H", "C", "C", "O", "H", "H", "H", "H", "H", "H", "C", "O", "H", "H", "H", "H", "C", "O", "H", "H", "H", "H", "C", "O", "H", "H", "H", "H", "C", "O", "H", "H", "H", "H", "C", "O", "H", "H", "H", "H", "C", "O", "H", "H", "H", "H"],
  "positions_angstrom": [[-18.425, 22.080, 15.449], [-18.787, 23.234, 16.355], [-18.903, 22.772, 17.794], [-17.742, 24.294, 16.253], [-17.650, 21.452, 15.894], [-18.076, 22.455, 14.491], [-19.316, 21.459, 15.307], [-19.757, 23.634, 16.026], [-19.318, 23.570, 18.415], [-17.908, 22.540, 18.176], [-19.542, 21.890, 17.886], [-18.151, 25.155, 16.131], [-22.438, 17.277, 9.295], [-21.216, 17.874, 8.568], [-21.161, 17.392, 7.126], [-21.248, 19.310, 8.607], [-23.374, 17.522, 8.767], [-22.527, 17.719, 10.290], [-22.374, 16.190, 9.363], [-20.337, 17.535, 9.111], [-21.259, 16.309, 7.053], [-20.217, 17.699, 6.657], [-21.961, 17.858, 6.543], [-22.127, 19.594, 8.285], [-19.946, 24.317, 8.882], [-20.679, 23.975, 10.200], [-20.185, 22.760, 10.915], [-20.535, 25.095, 11.082], [-18.913, 24.595, 9.129], [-20.398, 25.203, 8.426], [-19.933, 23.508, 8.156], [-21.750, 23.920, 10.004], [-19.138, 22.872, 11.219], [-20.212, 21.843, 10.320], [-20.808, 22.629, 11.801], [-19.597, 25.182, 11.306], [-23.012, 15.168, 14.219], [-21.985, 16.045, 14.843], [-22.431, 17.494, 14.841], [-21.794, 15.522, 16.215], [-22.925, 15.143, 13.134], [-24.015, 15.485, 14.514], [-22.901, 14.133, 14.560], [-21.032, 15.936, 14.310], [-21.737, 18.165, 15.355], [-23.405, 17.591, 15.323], [-22.497, 17.801, 13.796], [-21.458, 16.234, 16.767], [-26.401, 23.667, 15.117], [-25.925, 22.429, 14.322], [-25.073, 21.605, 15.134], [-25.590, 23.994, 15.761], [-27.271, 23.430, 15.735], [-26.691, 24.462, 14.432], [-25.304, 22.803, 13.488], [-26.739, 21.868, 13.869], [-25.391, 20.673, 15.167], [-22.143, 21.967, 7.133], [-23.610, 21.738, 7.160], [-23.780, 20.417, 7.753], [-21.728, 21.954, 8.141], [-21.877, 22.928, 6.682], [-21.642, 21.204, 6.536], [-24.013, 21.722, 6.138], [-24.115, 22.521, 7.738], [-24.713, 20.172, 7.751], [-26.605, 18.589, 13.306], [-26.286, 17.939, 14.639], [-25.835, 18.962, 15.582], [-27.349, 19.389, 13.404], [-27.056, 17.858, 12.627], [-25.716, 19.002, 12.822], [-25.489, 17.206, 14.484], [-27.190, 17.444, 15.017], [-25.663, 18.532, 16.431], [-22.207, 24.296, 14.203], [-22.643, 24.600, 12.910], [-21.786, 23.279, 14.264], [-21.456, 25.010, 14.553], [-23.074, 24.310, 14.862], [-21.869, 24.863, 12.354], [-22.788, 20.936, 12.397], [-21.687, 20.557, 13.165], [-22.522, 20.850, 11.357], [-23.685, 20.372, 12.685], [-23.049, 21.994, 12.598], [-21.765, 20.809, 14.103], [-25.387, 25.887, 11.200], [-25.092, 24.510, 11.512], [-25.573, 26.486, 12.102], [-24.570, 26.369, 10.640], [-26.270, 25.912, 10.566], [-24.223, 24.444, 11.968], [-26.784, 21.522, 10.651], [-27.235, 22.687, 11.337], [-26.316, 21.772, 9.684], [-26.015, 20.964, 11.226], [-27.638, 20.861, 10.487], [-26.458, 23.323, 11.386], [-18.458, 19.507, 12.516], [-19.627, 18.693, 12.632], [-18.432, 20.025, 11.540], [-18.423, 20.275, 13.300], [-17.540, 18.926, 12.592], [-20.338, 19.350, 12.808], [-22.224, 20.809, 16.985], [-22.448, 21.688, 15.886], [-22.574, 21.323, 17.889], [-22.840, 19.902, 16.873], [-21.183, 20.520, 17.044], [-23.430, 21.764, 15.746]],
  "forces_ev_per_a": [[-0.02, -0.02, 0.02], [0.42, 0.85, -0.03], [0.06, 0.47, 0.19], [-0.85, -1.17, 0.07], [0.08, 0.08, -0.05], [-0.03, -0.08, -0.15], [0.14, 0.04, -0.10], [0.28, 0.13, 0.02], [0.00, -0.10, 0.03], [0.00, -0.10, 0.00], [0.05, 0.08, -0.06], [-0.19, -0.14, 0.06], [-0.12, 0.55, -0.20], [-1.01, -0.03, 0.04], [0.34, 0.31, -0.25], [-0.08, -0.46, 0.07], [0.27, -0.05, -0.05], [0.14, -0.18, 0.04], [0.07, 0.02, 0.08], [0.25, 0.30, 0.02], [0.04, -0.03, 0.01], [-0.15, -0.13, 0.11], [-0.07, -0.11, 0.12], [0.35, -0.20, 0.17], [-0.03, 0.30, 0.63], [0.51, 0.55, -1.09], [0.11, -0.70, 0.16], [-0.14, 0.44, 0.29], [-0.04, -0.20, -0.11], [-0.04, -0.16, 0.03], [-0.02, -0.13, 0.08], [-0.06, -0.12, 0.06], [-0.07, 0.17, 0.05], [-0.24, 0.07, -0.07], [0.25, -0.21, 0.06], [-0.20, -0.03, -0.03], [-0.54, -0.95, -0.17], [0.73, -0.12, 1.37], [0.27, -0.11, -0.01], [-0.31, 0.49, -0.95], [-0.12, 0.23, -0.09], [-0.02, -0.02, -0.13], [0.12, 0.18, -0.01], [-0.08, 0.14, 0.14], [0.10, -0.11, -0.15], [-0.07, 0.00, -0.05], [-0.10, 0.28, 0.06], [0.11, 0.06, -0.06], [-0.27, -0.98, -0.31], [0.78, 0.99, -0.07], [-0.51, -0.60, 0.06], [0.08, 0.17, 0.03], [0.16, 0.00, 0.06], [0.09, 0.05, -0.04], [-0.23, -0.21, 0.19], [-0.11, -0.09, 0.17], [0.12, 0.66, 0.03], [0.91, 0.41, -0.26], [-0.43, -0.71, -0.11], [-0.30, 0.66, -0.15], [0.01, -0.11, -0.01], [-0.24, 0.02, 0.06], [-0.01, -0.08, 0.15], [-0.05, 0.08, 0.22], [-0.11, -0.27, 0.05], [0.12, 0.09, 0.01], [-0.23, 0.22, -0.05], [0.00, 0.51, -0.07], [-0.31, -0.83, -0.45], [0.18, -0.04, 0.15], [0.21, -0.03, 0.12], [-0.04, -0.05, 0.11], [-0.10, -0.03, 0.21], [0.27, 0.07, 0.14], [-0.03, 0.18, -0.20], [0.26, -0.68, 0.56], [0.32, 0.56, -1.32], [0.00, 0.32, -0.03], [-0.09, 0.04, 0.09], [0.05, 0.12, 0.09], [-0.53, -0.24, 0.35], [-1.01, 1.15, 0.88], [1.20, -0.44, 0.60], [-0.08, -0.33, -0.38], [0.10, -0.20, -0.41], [0.11, -0.26, -0.23], [-0.48, 0.18, -0.26], [0.48, -0.23, 0.11], [0.13, 0.60, -0.17], [0.00, -0.22, -0.09], [-0.11, -0.25, 0.17], [-0.06, -0.15, 0.09], [-0.39, 0.24, -0.05], [0.46, 0.26, 0.27], [1.16, 0.33, -0.27], [-0.24, -0.05, 0.11], [-0.35, 0.20, -0.09], [0.05, 0.12, -0.01], [-1.02, -0.83, 0.02], [-0.19, 0.32, -0.35], [0.27, 0.82, 0.24], [-0.02, -0.14, 0.25], [-0.01, -0.11, -0.06], [-0.21, -0.32, 0.05], [0.07, -0.64, -0.19], [-1.37, 0.24, -0.08], [-0.06, -0.31, -0.22], [0.44, -0.27, 0.19], [0.26, 0.04, 0.04], [0.19, 0.14, -0.01], [0.66, -0.09, -0.10]],
  "mulliken_charge": [-0.86, 1.13, -1.39, -0.60, 0.32, 0.35, 0.00, -0.27, 0.33, 0.42, 0.22, 0.34, -1.15, 0.52, -1.33, -0.39, 0.28, 0.11, 0.46, 0.36, 0.42, 0.31, 0.26, 0.14, -1.57, 0.54, -0.33, -0.65, 0.42, 0.37, 0.30, 0.12, 0.37, 0.09, -0.19, 0.39, -1.24, 0.54, -0.62, -0.60, 0.27, 0.19, 0.40, 0.20, 0.31, 0.19, -0.04, 0.32, -1.52, 0.77, -0.60, 0.37, 0.38, 0.32, -0.38, 0.39, 0.19, -0.89, -0.14, -0.48, -0.08, 0.46, 0.34, 0.33, 0.24, 0.23, -1.03, 0.51, -0.63, 0.27, 0.49, 0.02, -0.32, 0.37, 0.24, -0.39, -0.52, -0.06, 0.43, 0.16, 0.23, 0.38, 0.77, 0.40, -0.67, -0.26, -0.38, -0.81, -0.33, 0.28, 0.28, 0.31, 0.28, -0.13, -0.51, 0.11, -0.05, 0.33, 0.35, -0.23, -0.47, 0.16, -0.09, 0.35, 0.29, -0.78, -0.04, 0.29, 0.16, 0.21, 0.30],
  "charge": 0
}

{
  "formula": "C24H76O23",
  "method": "the ωB97M-V functional and the def2-TZVPD basis",
  "species": ["O", "H", "H", "O", "H", "H", "O", "H", "H", "C", "C", "O", "O", "H", "H", "H", "H", "H", "H", "C", "C", "O", "O", "H", "H", "H", "H", "H", "H", "C", "C", "O", "O", "H", "H", "H", "H", "H", "H", "C", "C", "O", "O", "H", "H", "H", "H", "H", "H", "C", "C", "O", "O", "H", "H", "H", "H", "H", "H", "C", "C", "O", "O", "H", "H", "H", "H", "H", "H", "C", "C", "O", "O", "H", "H", "H", "H", "H", "H", "C", "C", "O", "O", "H", "H", "H", "H", "H", "H", "C", "C", "O", "O", "H", "H", "H", "H", "H", "H", "C", "C", "C", "O", "H", "H", "H", "H", "H", "H", "H", "H", "C", "C", "C", "O", "H", "H", "H", "H", "H", "H", "H", "H"],
  "positions_angstrom": [[-1.864, 1.870, -2.909], [-1.322, 2.340, -3.563], [-1.246, 1.290, -2.449], [1.470, 5.686, 1.388], [0.993, 4.929, 1.777], [1.776, 6.216, 2.131], [-0.470, 0.118, 4.226], [0.387, 0.303, 4.621], [-0.306, -0.611, 3.601], [4.264, 3.727, 1.819], [4.841, 2.829, 0.759], [5.380, 1.646, 1.372], [5.228, 4.065, 2.838], [3.394, 3.337, 2.348], [4.014, 4.686, 1.363], [5.730, 3.162, 0.212], [4.111, 2.556, -0.011], [5.855, 1.073, 0.766], [4.765, 4.088, 3.676], [3.546, -0.246, 3.697], [4.665, -0.907, 4.483], [4.745, -2.294, 4.274], [3.468, -0.515, 2.303], [3.537, 0.835, 3.868], [2.597, -0.647, 4.070], [4.389, -0.688, 5.524], [5.638, -0.407, 4.421], [5.429, -2.722, 4.790], [4.280, -0.180, 1.895], [-2.518, -3.187, 1.872], [-1.632, -2.204, 2.579], [-0.640, -2.792, 3.409], [-3.491, -3.643, 2.813], [-1.888, -3.982, 1.449], [-3.001, -2.754, 0.996], [-2.287, -1.536, 3.140], [-1.090, -1.572, 1.862], [0.036, -3.169, 2.826], [-3.020, -4.018, 3.564], [-4.811, 1.432, -0.809], [-5.712, 2.611, -1.079], [-6.847, 2.219, -1.862], [-4.264, 0.917, -2.027], [-5.304, 0.568, -0.363], [-3.976, 1.779, -0.191], [-5.166, 3.347, -1.686], [-6.197, 3.080, -0.223], [-6.482, 1.724, -2.609], [-3.581, 1.507, -2.396], [0.213, -3.949, -2.503], [0.925, -5.063, -1.726], [2.346, -4.992, -1.704], [0.713, -2.654, -2.270], [-0.883, -3.908, -2.479], [0.336, -4.245, -3.562], [0.600, -5.982, -2.224], [0.667, -5.101, -0.667], [2.597, -5.176, -2.619], [0.168, -2.009, -2.752], [-4.452, -2.517, -2.718], [-5.030, -3.673, -1.877], [-4.035, -4.279, -1.052], [-3.531, -1.773, -1.978], [-5.289, -1.978, -3.173], [-3.953, -2.942, -3.601], [-5.530, -4.458, -2.443], [-5.812, -3.154, -1.307], [-3.319, -3.626, -1.085], [-3.854, -0.862, -1.846], [0.438, 5.374, -2.005], [-0.806, 5.409, -2.839], [-0.841, 4.407, -3.860], [0.068, 6.250, -0.914], [1.303, 5.860, -2.459], [0.699, 4.381, -1.634], [-0.911, 6.431, -3.216], [-1.686, 5.217, -2.219], [-1.744, 4.415, -4.191], [0.694, 6.091, -0.175], [-2.377, 3.013, 2.413], [-1.218, 3.769, 3.053], [0.032, 3.467, 2.480], [-2.258, 1.606, 2.549], [-2.535, 3.270, 1.357], [-3.324, 3.282, 2.887], [-1.158, 3.463, 4.103], [-1.441, 4.837, 3.021], [0.429, 2.643, 2.785], [-1.323, 1.390, 2.423], [0.355, 0.217, -5.837], [0.569, 0.065, -4.320], [-0.505, -0.705, -3.786], [-0.782, 1.031, -6.081], [0.367, -0.725, -6.391], [1.206, 0.754, -6.266], [0.531, 1.032, -3.812], [1.485, -0.452, -4.034], [-1.310, -0.649, -4.304], [-1.556, 0.465, -6.169], [0.374, -0.719, -0.388], [1.081, 0.419, 0.358], [0.636, 1.782, -0.114], [0.888, 0.253, 1.766], [-0.714, -0.730, -0.444], [0.741, -1.665, 0.008], [0.589, -0.649, -1.460], [2.155, 0.369, 0.157], [1.103, 2.026, -1.071], [0.981, 2.550, 0.578], [-0.437, 1.931, -0.244], [1.770, 0.084, 2.146], [3.483, -5.140, 1.507], [2.418, -4.140, 1.140], [1.130, -4.778, 0.644], [2.026, -3.448, 2.324], [4.386, -4.594, 1.802], [3.785, -5.813, 0.705], [3.201, -5.658, 2.425], [2.726, -3.509, 0.297], [1.193, -5.481, -0.186], [0.379, -4.014, 0.427], [0.689, -5.356, 1.466], [2.717, -2.851, 2.630]],
  "forces_ev_per_a": [[0.17, 0.05, -0.16], [-0.15, 0.17, 0.25], [-0.12, -0.16, 0.03], [0.12, -0.19, 0.21], [-0.01, -0.02, 0.02], [-0.07, 0.03, -0.10], [0.16, 0.08, 0.04], [-0.03, -0.15, 0.03], [0.04, 0.19, 0.36], [0.75, 1.18, 0.59], [1.28, -1.42, -0.50], [-0.78, -0.85, 1.11], [0.18, -0.40, -0.39], [-0.21, -0.39, -0.61], [-0.50, -0.25, -0.35], [-0.46, 1.30, 0.16], [-0.34, 0.20, 0.28], [0.04, 0.41, -0.41], [0.07, 0.00, 0.08], [-0.50, -0.57, -0.10], [0.28, 0.61, 1.29], [-0.62, -0.17, -0.84], [0.72, -0.20, 0.12], [0.28, -0.02, 0.17], [0.09, 0.02, 0.17], [-0.15, -0.13, 0.11], [0.05, -0.03, -0.77], [0.11, 0.29, 0.18], [-0.19, 0.28, -0.07], [0.28, -0.25, 0.44], [0.60, 0.99, -1.05], [-0.43, -0.21, 0.29], [-0.11, -0.38, -0.70], [-0.15, -0.36, 0.26], [-0.42, 0.24, 0.36], [0.24, -0.10, 0.41], [-0.28, 0.01, -0.23], [0.20, 0.07, 0.20], [0.10, 0.04, -0.06], [0.90, 0.28, 0.08], [-1.20, -0.17, -1.01], [0.25, -0.33, -0.26], [-0.43, -0.02, -0.31], [-0.20, 0.35, 0.28], [-0.14, -0.23, 0.33], [0.23, 0.14, 0.48], [0.68, -0.05, 0.33], [-0.20, 0.02, 0.05], [0.04, -0.17, 0.19], [0.17, 0.01, -1.82], [-2.09, 0.30, -4.37], [-0.36, 0.04, -0.72], [0.48, -0.53, 0.10], [-0.05, -0.61, 0.99], [0.38, 0.40, -0.25], [0.04, -0.23, -0.03], [-4.23, 1.95, -6.52], [0.37, 0.14, 0.30], [-0.07, -0.36, 0.00], [-0.24, -1.66, -1.36], [-0.15, 0.86, 0.45], [-0.16, 0.57, -0.66], [-0.02, 0.38, 0.21], [0.03, 0.49, 0.47], [0.37, -0.02, 0.15], [0.14, 0.12, -0.36], [0.05, -0.47, 0.65], [0.04, -0.19, 0.42], [0.12, -0.01, -0.15], [-0.14, 1.10, 1.28], [-0.80, -0.37, -0.23], [0.39, 0.24, -0.36], [0.53, -0.64, 0.20], [0.03, -0.48, -0.58], [-0.10, -0.11, -0.17], [0.01, -0.13, -0.36], [0.30, 0.19, 0.47], [0.08, 0.00, -0.20], [-0.43, 0.26, -0.29], [-0.36, -0.35, -0.21], [-0.92, -0.90, 0.96], [0.74, 0.76, -0.83], [0.24, 0.43, -0.19], [0.46, 0.21, -0.09], [0.16, 0.14, 0.29], [-0.33, 0.17, 0.05], [0.46, 0.07, -0.25], [-0.46, -0.17, 0.16], [-0.14, -0.40, 0.11], [1.30, 0.87, 0.43], [-0.93, -0.32, -0.67], [0.07, -0.58, 0.54], [-0.23, -0.42, -0.09], [-0.47, -0.23, 0.35], [0.00, 0.17, 0.17], [0.33, 0.22, -0.39], [0.07, 0.00, -0.26], [-0.03, 0.29, 0.04], [-0.04, 0.14, -0.11], [0.65, 0.48, -0.46], [-0.80, -0.48, -0.30], [0.20, 0.77, -0.11], [0.05, 0.54, 0.11], [-0.25, 0.33, 0.89], [-0.11, -0.03, -0.27], [0.60, 0.02, 0.44], [0.04, -0.29, -0.02], [0.00, -0.18, -0.15], [-0.01, 0.01, -0.04], [-0.12, -0.27, 0.22], [-0.30, -0.12, -0.40], [0.85, 0.29, 0.36], [-0.76, -0.60, -0.50], [0.81, -0.37, 6.00], [-0.19, 0.55, -0.12], [0.04, 0.09, -0.13], [-0.31, -0.08, 0.00], [-0.26, -0.35, -0.26], [0.36, 0.44, 0.53], [4.27, -2.03, 5.84], [0.17, 0.13, -0.16], [0.05, 0.07, 0.39], [0.21, 0.03, -0.13]],
  "mulliken_charge": [-0.36, 0.28, 0.14, -0.67, 0.43, 0.29, -0.62, 0.35, 0.14, -0.02, -0.39, -0.55, -0.57, -0.02, 0.32, 0.44, 0.19, 0.29, 0.34, -0.20, -0.62, -0.48, -0.35, 0.19, 0.21, 0.35, 0.40, 0.30, 0.09, 0.14, -0.09, -0.71, -0.58, 0.02, 0.04, 0.58, -0.31, 0.39, 0.33, 0.12, -0.42, -0.58, -0.57, 0.29, -0.07, 0.21, 0.38, 0.33, 0.22, -0.20, -0.25, -0.57, -0.38, 0.08, 0.36, 0.55, -0.47, 0.33, 0.19, -0.45, -0.49, -0.51, -0.10, 0.40, 0.26, 0.36, 0.26, 0.18, 0.15, 0.33, -0.39, -0.55, -0.53, 0.29, -0.28, 0.32, 0.21, 0.29, 0.34, -0.36, -0.58, -0.48, -0.47, 0.10, 0.44, 0.32, 0.40, 0.10, 0.19, -0.93, 0.33, -0.14, -0.51, 0.29, 0.41, -0.12, 0.27, 0.14, 0.32, -1.18, 0.71, -0.68, 1.31, 0.26, -0.14, 0.42, 0.23, 0.47, -0.07, -0.07, -0.44, -1.45, 1.00, -1.05, -0.43, 0.37, 0.33, 0.33, 0.20, 0.45, -0.40, 0.76, -0.02],
  "charge": 0
}

Per-record F_max, eV/A: 1.8 8.0
Per-record energy above the lowest of the compared OMol25 structures with the same formula, charge and spin, kJ/mol: 244.1 0.0